This record from OMol25 describes a structure of composition C26H28NO8PPr at a distorted geometry. The level of theory is ωB97M-V with the def2-TZVPD basis set.

Element x y z (Å)
Pr  -0.30  -0.55  1.17
O  -3.86  2.42  0.55
C  -2.65  2.07  0.91
O  -2.20  0.95  0.76
C  -1.89  3.21  1.55
O  -0.57  2.85  1.88
C  -0.36  2.38  3.21
C  -0.17  0.88  3.06
O  0.94  0.45  2.63
O  -1.17  0.13  3.14
H  -4.33  1.68  0.12
H  -2.46  3.58  2.41
H  -1.84  4.02  0.82
H  -1.21  2.59  3.85
H  0.54  2.85  3.59
O  -1.54  -2.17  -2.66
C  -0.86  -1.56  -1.87
O  -1.00  -1.54  -0.57
C  0.33  -0.70  -2.35
P  0.59  0.70  -1.18
C  -0.63  1.92  -1.79
C  -1.79  1.54  -2.46
C  -2.68  2.50  -2.92
C  -2.42  3.85  -2.72
C  -1.27  4.24  -2.05
C  -0.38  3.28  -1.58
C  2.15  1.41  -1.81
C  2.23  1.97  -3.09
C  3.45  2.45  -3.55
C  4.58  2.37  -2.75
C  4.50  1.81  -1.49
C  3.29  1.34  -1.02
H  0.18  -0.35  -3.37
H  1.22  -1.33  -2.34
H  -2.00  0.49  -2.65
H  -3.57  2.19  -3.46
H  -3.11  4.59  -3.09
H  -1.06  5.29  -1.89
H  0.53  3.58  -1.07
H  1.35  2.03  -3.71
H  3.51  2.89  -4.54
H  5.52  2.76  -3.12
H  5.39  1.76  -0.87
H  3.21  0.92  -0.02
O  1.96  -1.70  0.67
C  1.83  -3.12  0.49
C  2.09  -3.89  1.77
C  1.10  -3.50  2.88
C  -0.32  -3.77  2.46
C  -0.83  -5.06  2.36
C  -2.11  -5.25  1.89
C  -2.88  -4.14  1.56
C  -2.32  -2.89  1.71
N  -1.06  -2.70  2.12
H  2.87  -1.51  0.91
H  2.51  -3.46  -0.30
H  0.81  -3.27  0.14
H  3.11  -3.70  2.12
H  2.02  -4.96  1.56
H  1.20  -2.43  3.10
H  1.32  -4.05  3.79
H  -0.21  -5.90  2.65
H  -2.51  -6.25  1.78
H  -3.89  -4.24  1.18
H  -2.89  -1.99  1.48

Results
charge: +1
multiplicity: 3
frontier orbital gap (alpha / beta): 9.1 / 9.2 eV
relative energy (zero: lowest compared OMol25 entry of this formula, charge and spin): 16.9 kcal/mol

This record from OMol25 describes the molecule C6H8. The level of theory is ωB97M-V with the def2-TZVPD basis set.

Element x y z (Å)
C  -1.16  0.33  -0.10
C  -0.19  0.98  -1.09
C  0.92  1.61  -0.70
C  1.02  -0.60  1.56
C  0.17  -1.55  0.93
C  -0.85  -1.12  0.14
H  -1.08  0.85  0.87
H  -2.18  0.43  -0.48
H  -0.44  0.87  -2.15
H  1.20  1.69  0.36
H  1.60  2.03  -1.44
H  2.04  -1.04  1.62
H  0.38  -2.63  0.93
H  -1.42  -1.86  -0.45

Results
charge: 0
frontier orbital gap (alpha / beta): 7.7 / 7.5 eV
relative energy (zero: lowest compared OMol25 entry of this formula, charge and spin): 96.5 kcal/mol

| no. | calculated total energy (a.u.) |
| --- | --- |
| 1 | -2522.58062 |
| 2 | -233.23327 |